(1)
The following is a quantum chemistry calculation of one molecule with the formula C3H2N2OS2, from OMol25.

Structure (XYZ):
```
10
Properties=species:S:1:pos:R:3
C 0.21296 -1.25400 -0.86931
C -0.01293 -0.18189 -0.08862
C -0.75870 1.88942 0.99286
H 1.19954 -2.70704 -1.38707
H -0.48299 -1.43025 -1.67889
N 0.55246 1.40599 1.39269
N 0.88692 0.32373 0.90161
O 1.18999 -2.14124 -0.61184
S -1.36183 0.93646 -0.33741
S -1.42542 3.15882 1.68599
```

Summary:
LUMO level   -1.308 eV
E_HOMO   -8.6 eV
Total energy   -1096.56750 Eh
SMILES string   O/C=C1\N=NC(=S)S1
Spin multiplicity   1
Strongest force on any atom   1.35 eV/A
ΔE to the lowest compared entry with this formula, charge and spin   38.6 kcal/mol

***

(2)
The following is a quantum chemistry calculation of a 4-piece molecular cluster, C40H69FN6O2 overall, from OMol25.

Structure (XYZ):
```
118
Properties=species:S:1:pos:R:3
C 2.52298 -4.28351 4.50196
C 1.51680 -3.42185 4.30071
C 1.33695 -2.67678 3.02709
C 2.11513 -1.62448 2.65954
F 3.09546 -1.20243 3.47156
C 1.94717 -0.95867 1.43964
C 0.98997 -1.35927 0.55026
C 0.87541 -0.62606 -0.73418
C 0.53738 -1.21665 -1.95238
C 0.45314 -0.44307 -3.09734
N 0.68580 0.87366 -3.20545
C 1.04340 1.38456 -2.02076
C 1.14101 0.74184 -0.80388
C 0.13807 -2.44559 0.89810
N -0.84965 -2.82389 0.03689
C -1.57858 -3.83418 0.41544
C -2.66407 -4.28826 -0.53616
O -3.96167 -4.12431 -0.00525
C -4.42462 -2.76915 -0.04014
C -5.90664 -2.74791 -0.44750
C -6.81687 -2.08651 0.59524
C -1.38053 -4.52782 1.65539
C -2.21682 -5.71953 2.02472
C -1.64025 -7.05026 1.46943
C -2.61397 -7.85290 0.60383
O -2.73970 -9.16120 1.18496
N -0.46026 -4.15274 2.49870
C 0.32201 -3.09532 2.13375
H 3.52769 -4.06611 4.15649
H 2.31824 -5.19170 5.05776
H 0.79566 -3.23818 5.09202
H 2.61233 -0.13987 1.20119
H 0.33987 -2.27439 -2.01462
H 0.15888 -0.94307 -4.01611
H 1.27562 2.44728 -2.04020
H 1.41044 1.30700 0.07748
H -2.54933 -3.71340 -1.46035
H -2.53828 -5.34223 -0.79492
H -3.80939 -2.15584 -0.69864
H -4.36889 -2.39366 0.98640
H -6.21196 -3.79132 -0.53824
H -6.02741 -2.31133 -1.43918
H -7.19448 -2.82901 1.29812
H -7.69405 -1.66116 0.10515
H -6.32179 -1.28984 1.14990
H -2.16966 -5.77158 3.11269
H -3.26505 -5.58385 1.77018
H -0.69444 -6.86456 0.95946
H -1.40421 -7.69393 2.31587
H -2.20518 -7.99350 -0.40116
H -3.60154 -7.39078 0.56529
H -3.58843 -9.53590 0.93650
C 7.43900 1.01349 7.89339
C 6.88856 0.41068 6.60937
N 5.96029 1.28568 5.91759
C 5.22880 0.61994 4.85270
C 6.03078 0.10716 3.64841
C 6.45959 2.61425 5.60968
C 7.72707 2.73106 4.75131
H 6.62929 1.31341 8.55986
H 8.05056 0.27439 8.41263
H 8.07145 1.88128 7.70328
H 6.35160 -0.50606 6.86705
H 7.73563 0.10818 5.97281
H 4.44028 1.28864 4.49671
H 4.70214 -0.22788 5.29986
H 6.33731 0.91754 2.98766
H 5.41214 -0.56866 3.05779
H 6.91978 -0.44631 3.95261
H 6.64400 3.13142 6.55457
H 5.65204 3.18113 5.13960
H 8.49995 2.02598 5.06012
H 8.14370 3.73562 4.84948
H 7.52334 2.57391 3.69331
C -2.86168 3.71894 1.86945
C -2.42874 2.88306 0.67418
N -3.35555 1.81217 0.35747
C -2.81760 0.85768 -0.59521
C -2.51018 1.33985 -2.01787
C -4.73454 2.21342 0.14211
C -5.02410 3.23934 -0.96240
H -3.02901 3.08886 2.74411
H -2.08101 4.44034 2.11460
H -3.77288 4.28349 1.66890
H -1.46284 2.42658 0.90928
H -2.25594 3.55606 -0.18122
H -3.49814 0.00292 -0.65132
H -1.89261 0.45599 -0.16708
H -3.42046 1.46807 -2.60419
H -1.90412 0.59436 -2.53110
H -1.95149 2.27587 -2.03688
H -5.12012 2.61277 1.08362
H -5.32775 1.31251 -0.03752
H -4.31526 4.06833 -0.95040
H -6.02130 3.66036 -0.81827
H -5.00889 2.79062 -1.95451
C -1.77002 3.82542 -5.17224
C -1.39741 3.74886 -6.64400
N -0.46566 4.78438 -7.05257
C -0.31197 4.88277 -8.49256
C 0.30394 3.69335 -9.24056
C 0.76055 4.86579 -6.27683
C 1.65442 3.62020 -6.20119
H -2.16714 4.81003 -4.91958
H -2.53770 3.08253 -4.94990
H -0.91954 3.61304 -4.52310
H -2.30957 3.86710 -7.23545
H -1.01759 2.73630 -6.85420
H 0.26922 5.78172 -8.71655
H -1.30500 5.07091 -8.91345
H 1.38086 3.62987 -9.09042
H 0.13740 3.81118 -10.31340
H -0.14332 2.74445 -8.94321
H 0.49373 5.15027 -5.25594
H 1.34496 5.70942 -6.65318
H 1.08059 2.70952 -6.02592
H 2.35677 3.72410 -5.37163
H 2.24767 3.48559 -7.10492
```

Summary:
LUMO level   -0.522 eV
E_HOMO   -7.9 eV
Total energy   -2144.30584 Eh
SMILES string   C=Cc1c(F)cc(-c2ccncc2)c2nc(COCCC)c(CCCO)nc12.CCN(CC)CC.CCN(CC)CC.CCN(CC)CC
Spin multiplicity   1
Strongest force on any atom   1.76 eV/A

***

(3)
The following is a quantum chemistry calculation of C11H6CdF6N2O4S3Te4 as an isolated structure, from OMol25.

Structure (XYZ):
```
37
Properties=species:S:1:pos:R:3
Cd -1.17438 0.55323 -0.37468
S -1.05426 2.10329 4.12856
C -2.14455 2.82925 3.04273
C -2.09064 2.24234 1.81902
C -1.15022 1.15121 1.70901
C -0.49096 0.96980 2.89465
C 0.55704 0.02540 3.31684
C 1.17510 0.16132 4.56747
C 2.09637 -0.78014 4.98286
C 2.38628 -1.84493 4.15006
C 1.75597 -1.88616 2.91495
N 0.87762 -0.97902 2.50103
H -2.75757 3.65535 3.37105
H -2.70685 2.60722 1.00641
H 0.93615 1.00428 5.20191
H 2.58412 -0.67157 5.94478
H 3.08878 -2.62656 4.40445
H 1.99569 -2.69384 2.23561
Te 0.80979 -0.86849 -0.68143
Te 1.11341 -2.09923 -2.81064
Te 4.58725 -4.44119 0.22085
Te 2.70988 -2.75202 -0.65243
F 0.73002 1.56186 -4.92689
C 1.01660 1.76827 -3.64216
F 2.30979 1.44130 -3.46196
F 0.91237 3.09525 -3.44745
S 0.00647 0.89046 -2.28683
O -1.42401 1.22304 -2.60209
O 0.44999 1.91304 -1.24413
N -0.06754 -0.63066 -3.79455
S -1.42680 -1.29687 -3.45641
O -1.59037 -2.64659 -3.95362
O -1.83987 -1.22859 -2.02727
C -2.76063 -0.52430 -4.52090
F -2.86676 0.78722 -4.71346
F -2.60060 -1.05430 -5.75319
F -3.95268 -0.95867 -4.06216
```

Summary:
LUMO level   3.740 eV
E_HOMO   -0.9 eV
Total energy   -3866.63488 Eh
Spin multiplicity   1
Total charge   -2
Strongest force on any atom   6.27 eV/A
ΔE to the lowest compared entry with this formula, charge and spin   201.6 kcal/mol

***

(4)
The following is a quantum chemistry calculation of one molecule with the formula C5H8O, from OMol25.

Structure (XYZ):
```
14
Properties=species:S:1:pos:R:3
C -2.13850 0.94146 -0.38623
C -0.69547 0.73785 -0.32734
C -0.01727 -0.30140 0.19133
O -0.62461 -1.28020 0.94759
C 1.49959 -0.20980 0.26617
C 2.35994 0.12034 -0.70073
H -2.59706 0.21393 -1.08706
H -2.68720 0.83100 0.56841
H -2.32773 1.91330 -0.80541
H -0.15046 1.32307 -1.03825
H 0.07390 -1.56008 1.55772
H 1.83627 -0.47817 1.26996
H 1.90100 0.65649 -1.54220
H 3.41494 -0.06065 -0.82340
```

Summary:
LUMO level   0.847 eV
E_HOMO   -8.3 eV
Total energy   -270.48213 Eh
SMILES string   C=C/C(O)=C/C
Spin multiplicity   1
Strongest force on any atom   2.47 eV/A
ΔE to the lowest compared entry with this formula, charge and spin   47.5 kcal/mol

***

(5)
The following is a quantum chemistry calculation of a 3-piece molecular cluster, C13H25ClN2O4S overall, from OMol25.

Structure (XYZ):
```
46
Properties=species:S:1:pos:R:3
C -2.68153 -6.12859 -0.75430
C -1.88612 -5.17481 -1.63976
C -0.64715 -4.62662 -0.91732
Cl 0.80578 -4.69475 -1.97053
C -0.87039 -3.24701 -0.29415
C -0.29949 -3.06454 1.11806
C -0.23392 -1.53078 1.28889
S -1.31447 -0.77639 2.52230
O -0.59108 -0.98120 -0.00386
C -0.39196 -1.95892 -0.94837
O 0.08769 -1.71936 -2.00768
H -2.17918 -7.09410 -0.66284
H -2.80662 -5.72228 0.25461
H -3.67868 -6.30495 -1.15989
H -2.52558 -4.34001 -1.94182
H -1.57426 -5.67512 -2.55603
H -0.39225 -5.29806 -0.09567
H -1.95165 -3.07412 -0.21710
H -0.93826 -3.53165 1.86497
H 0.70805 -3.47948 1.19047
H 0.78780 -1.21222 1.49449
H -0.32308 -0.42222 3.34738
C -0.63251 2.86319 1.80840
C 0.02678 3.30981 3.08813
O 0.19911 2.54600 4.02834
N 0.43704 4.60366 3.15907
C 0.35050 5.61670 2.12730
H -0.86031 1.81090 1.92095
H -1.54045 3.42940 1.60043
H 0.03303 2.98669 0.95410
H 0.85431 4.85133 4.04249
H 1.34145 5.99122 1.86373
H -0.26038 6.46075 2.45333
H -0.09039 5.19789 1.22741
C 2.44972 3.96989 -2.28818
C 1.23503 3.26638 -1.72778
O 0.33035 3.87828 -1.17846
N 1.17083 1.91630 -1.85535
C 2.12866 1.02468 -2.47296
H 2.33210 5.03296 -2.10170
H 3.36488 3.61906 -1.80971
H 2.54128 3.80123 -3.36160
H 0.32651 1.51049 -1.47728
H 1.68139 0.48819 -3.31048
H 2.50044 0.29078 -1.75642
H 2.97698 1.59144 -2.84561
```

Summary:
LUMO level   0.492 eV
E_HOMO   -9.2 eV
Total energy   -1779.22984 Eh
SMILES string   CC[C@@H](Cl)[C@H]1C[C@H](S)OC1=O.CNC(C)=O.CNC(C)=O
Spin multiplicity   1
Strongest force on any atom   0.62 eV/A

***

What did the fourth record say?
The following is a quantum chemistry calculation of one molecule with the formula C5H8O, from OMol25.

Structure (XYZ):
```
14
Properties=species:S:1:pos:R:3
C -2.13850 0.94146 -0.38623
C -0.69547 0.73785 -0.32734
C -0.01727 -0.30140 0.19133
O -0.62461 -1.28020 0.94759
C 1.49959 -0.20980 0.26617
C 2.35994 0.12034 -0.70073
H -2.59706 0.21393 -1.08706
H -2.68720 0.83100 0.56841
H -2.32773 1.91330 -0.80541
H -0.15046 1.32307 -1.03825
H 0.07390 -1.56008 1.55772
H 1.83627 -0.47817 1.26996
H 1.90100 0.65649 -1.54220
H 3.41494 -0.06065 -0.82340
```

Summary:
LUMO level   0.847 eV
E_HOMO   -8.3 eV
Total energy   -270.48213 Eh
SMILES string   C=C/C(O)=C/C
Spin multiplicity   1
Strongest force on any atom   2.47 eV/A
ΔE to the lowest compared entry with this formula, charge and spin   47.5 kcal/mol

***

> Which formula does entry 4 have?

C5H8O

***

> Among the records above, which one has the highest total energy?

C5H8O